# 1
Below is 8 unconnected molecules or ions with the total composition C4H25NO8 at a distorted geometry, with properties calculated with wB97M-V/def2-TZVPD.

Calculated values
LUMO level in eV: 0.288
Net charge: 0
SMILES: C[C@H](O)[C@@H](C)N.O.O.O.O.O.O.O

Each line ends with the natural charge from an NBO analysis.
Cartesian coordinates (Å):
C (-0.96, -1.25, 2.03)  -0.6475
C (-0.91, -0.04, 1.06)  -0.0568
C (-2.03, 0.93, 1.49)  0.0851
C (-1.97, 2.21, 0.67)  -0.6538
O (-1.53, 1.29, 2.83)  -0.7759
N (-1.02, -0.53, -0.31)  -0.8655
H (-1.42, -1.10, 3.01)  0.2296
H (0.03, -1.69, 2.03)  0.2095
H (-1.60, -2.01, 1.58)  0.2082
H (-0.03, 0.55, 1.34)  0.1645
H (-3.00, 0.49, 1.74)  0.1828
H (-2.72, 2.88, 1.10)  0.2045
H (-2.17, 2.09, -0.40)  0.2400
H (-0.95, 2.60, 0.70)  0.2213
H (-1.97, 2.09, 3.13)  0.4724
H (-1.65, 0.07, -0.82)  0.3821
H (-1.32, -1.48, -0.33)  0.3850
H (-3.52, -1.41, -1.82)  0.4790
H (-2.76, -2.68, -2.31)  0.4789
O (-2.90, -2.10, -1.54)  -0.9512
H (1.15, -2.39, -1.70)  0.4799
H (2.24, -2.37, -0.63)  0.5001
O (2.11, -2.34, -1.59)  -0.9794
H (-1.02, 1.27, -3.33)  0.4766
H (-0.07, 1.15, -2.17)  0.4911
O (-0.97, 1.40, -2.38)  -0.9613
H (1.13, -0.88, 3.75)  0.4778
H (0.71, 0.32, 3.10)  0.4927
O (1.55, -0.15, 3.27)  -0.9363
H (2.57, 0.11, -1.11)  0.4763
H (2.89, -0.77, -2.30)  0.5127
O (2.91, 0.16, -2.01)  -0.9880
H (3.24, -1.39, 0.89)  0.4812
H (1.93, -1.01, 1.77)  0.5128
O (2.32, -1.59, 1.09)  -1.0124
H (2.30, 3.26, -2.98)  0.4551
H (2.72, 1.81, -2.85)  0.4964
O (2.43, 2.47, -3.52)  -0.9674

# 2
Below is 14 unconnected molecules or ions with the total composition C4H26BO21 at a distorted geometry, with properties calculated with wB97M-V/def2-TZVPD.

Calculated values
LUMO level in eV: 1.705
Net charge: -1

Each line ends with the natural charge from an NBO analysis.
Cartesian coordinates (Å):
O (0.61, -0.92, 2.33)  -0.5787
C (0.40, 0.00, 1.50)  0.6707
O (1.11, 0.34, 0.43)  -0.6435
B (0.53, 1.52, -0.21)  1.1621
O (-0.54, 1.95, 0.73)  -0.6755
C (-0.61, 1.14, 1.81)  0.6922
O (-1.31, 1.25, 2.78)  -0.5550
O (-0.04, 1.06, -1.51)  -0.6402
C (0.42, 1.86, -2.46)  0.6686
O (0.10, 1.84, -3.66)  -0.5695
C (1.39, 2.86, -1.87)  0.6663
O (1.49, 2.65, -0.50)  -0.6479
O (2.02, 3.71, -2.56)  -0.5503
O (1.12, -4.03, -4.10)  -0.9390
H (0.21, -3.85, -4.31)  0.4666
H (1.60, -3.29, -4.47)  0.4724
O (4.52, -3.89, -0.40)  -0.9421
H (4.36, -4.62, 0.20)  0.4682
H (3.68, -3.76, -0.84)  0.4738
O (4.58, -1.07, -6.23)  -0.9377
H (4.09, -0.28, -6.44)  0.4721
H (5.36, -1.02, -6.79)  0.4659
O (3.51, 6.41, -8.22)  -0.9385
H (3.30, 6.16, -7.32)  0.4741
H (4.23, 5.84, -8.47)  0.4644
O (-6.64, 0.11, 4.38)  -0.9424
H (-5.73, 0.37, 4.48)  0.4722
H (-6.85, 0.30, 3.46)  0.4702
O (-1.45, 3.00, 8.75)  -0.9388
H (-1.34, 2.70, 7.84)  0.4727
H (-1.49, 3.95, 8.68)  0.4661
O (0.86, -4.16, 8.85)  -0.9381
H (0.22, -4.41, 8.18)  0.4670
H (1.24, -3.34, 8.51)  0.4711
O (-5.48, -0.01, -0.82)  -0.9391
H (-5.82, -0.18, -1.70)  0.4640
H (-4.55, -0.24, -0.86)  0.4753
O (6.67, 0.34, -2.43)  -0.9433
H (6.23, -0.03, -1.66)  0.4732
H (6.23, -0.06, -3.18)  0.4700
O (-4.35, 6.54, 2.60)  -0.9406
H (-3.62, 5.93, 2.50)  0.4739
H (-5.09, 6.08, 2.20)  0.4667
O (-4.27, 3.76, -6.64)  -0.9330
H (-3.67, 3.12, -7.01)  0.4692
H (-5.03, 3.25, -6.36)  0.4639
O (-2.93, -5.82, 3.53)  -0.9341
H (-3.12, -6.31, 4.33)  0.4625
H (-2.84, -4.91, 3.83)  0.4717
O (2.35, -7.30, 2.67)  -0.9358
H (2.01, -6.53, 3.13)  0.4717
H (2.32, -8.01, 3.32)  0.4643

# 3
Below is 9 unconnected molecules or ions with the total composition C4H26N2O10 at a distorted geometry, with properties calculated with wB97M-V/def2-TZVPD.

Calculated values
LUMO level in eV: -0.032
Net charge: 0
SMILES: CNCC(=O)NCO.O.O.O.O.O.O.O.O

Each line ends with the natural charge from an NBO analysis.
Cartesian coordinates (Å):
O (-1.20, 1.15, 1.70)  -0.6422
C (-0.35, 0.76, 0.92)  0.7159
N (0.28, 1.74, 0.13)  -0.6949
C (1.56, 1.55, -0.54)  0.0910
O (1.40, 0.80, -1.73)  -0.7840
C (-0.08, -0.72, 0.67)  -0.3659
N (1.15, -1.10, 1.34)  -0.6887
C (0.96, -2.26, 2.27)  -0.4162
H (-0.01, 2.74, 0.37)  0.4323
H (2.27, 0.94, 0.12)  0.1904
H (2.03, 2.53, -0.84)  0.1965
H (0.48, 0.76, -2.03)  0.5114
H (-0.09, -0.91, -0.42)  0.1989
H (-0.97, -1.28, 1.13)  0.2785
H (1.87, -1.31, 0.67)  0.3988
H (0.17, -2.02, 3.00)  0.2033
H (0.67, -3.17, 1.74)  0.1827
H (1.95, -2.45, 2.83)  0.2101
H (-1.17, 0.36, -3.65)  0.4907
H (-0.70, -0.78, -2.69)  0.5219
O (-0.99, 0.18, -2.76)  -1.0022
H (2.39, 0.54, 2.10)  0.4726
H (2.01, 1.62, 3.16)  0.4951
O (2.55, 1.53, 2.37)  -0.9942
H (1.94, -0.75, -1.57)  0.5104
H (2.98, -1.91, -1.87)  0.4899
O (2.14, -1.76, -1.40)  -1.0141
H (-2.95, -0.13, 1.44)  0.4795
H (-3.35, -0.40, -0.07)  0.5010
O (-3.07, -0.83, 0.79)  -1.0102
H (-2.56, 0.20, -1.98)  0.4832
H (-3.30, 1.36, -1.40)  0.4956
O (-3.39, 0.43, -1.59)  -0.9773
H (-0.65, -2.99, -2.21)  0.4896
H (0.71, -2.23, -2.22)  0.5090
O (-0.14, -2.35, -2.69)  -0.9761
H (-1.24, 2.14, -1.57)  0.4879
H (-1.96, 2.88, -2.74)  0.4736
O (-2.00, 2.74, -1.76)  -0.9563
H (-0.30, 1.33, 3.77)  0.4833
H (0.46, 0.18, 3.27)  0.4711
O (0.47, 0.86, 3.95)  -0.9420

# 4
Below is 9 unconnected molecules or ions with the total composition C4H26N2O9 at a distorted geometry, with properties calculated with wB97M-V/def2-TZVPD.

Calculated values
LUMO level in eV: 0.220
Net charge: 0
SMILES: C[C@@H](CN)NC=O.O.O.O.O.O.O.O.O

Each line ends with the natural charge from an NBO analysis.
Cartesian coordinates (Å):
C (-2.37, -1.05, 0.43)  0.5309
N (-2.54, -0.23, -0.62)  -0.6179
C (-2.67, 2.16, 0.35)  -0.6428
C (-1.92, 1.22, -0.65)  -0.0285
C (-0.38, 1.23, -0.42)  -0.2670
N (0.19, 0.34, -1.39)  -0.8974
O (-2.16, -0.67, 1.56)  -0.6516
H (-2.41, -2.05, 0.18)  0.1070
H (-2.44, -0.58, -1.57)  0.3963
H (-1.99, 3.05, 0.55)  0.2107
H (-2.57, 1.48, 1.19)  0.2243
H (-3.67, 2.42, 0.27)  0.2191
H (-2.33, 1.57, -1.66)  0.2042
H (-0.02, 2.30, -0.52)  0.1896
H (-0.08, 1.02, 0.60)  0.2151
H (0.55, -0.43, -0.77)  0.3948
H (0.95, 0.78, -1.86)  0.3902
H (3.79, 0.03, -1.71)  0.4874
H (2.76, -0.68, -0.72)  0.5101
O (2.89, 0.02, -1.34)  -0.9954
H (2.69, -1.73, 1.08)  0.4720
H (3.27, -0.64, 1.73)  0.4941
O (3.50, -1.27, 0.98)  -0.9698
H (-1.35, 0.91, 2.41)  0.4931
H (-2.27, 1.04, 3.70)  0.4749
O (-1.47, 1.30, 3.32)  -0.9760
H (2.71, 2.98, -0.37)  0.4607
H (3.16, 1.63, -0.17)  0.4899
O (3.38, 2.51, 0.16)  -0.9580
H (-0.86, -1.65, -2.85)  0.4659
H (-1.08, -1.72, -4.30)  0.4735
O (-0.88, -2.23, -3.51)  -0.9407
H (1.12, -2.54, 0.55)  0.4879
H (0.10, -1.63, 0.97)  0.4864
O (0.98, -1.61, 0.76)  -0.9458
H (2.20, 1.53, 1.71)  0.4836
H (1.05, 1.10, 2.61)  0.4888
O (1.67, 0.86, 1.96)  -0.9638
H (-1.19, -3.32, -0.95)  0.4757
H (0.07, -4.03, -1.12)  0.4812
O (-0.36, -3.46, -0.53)  -0.9528

# 5
Below is 10 unconnected molecules or ions with the total composition C4H26NO12 at a distorted geometry, with properties calculated with wB97M-V/def2-TZVPD.

Calculated values
LUMO level in eV: 2.849
Net charge: -1

Each line ends with the natural charge from an NBO analysis.
Cartesian coordinates (Å):
O (1.30, -1.28, -0.24)  -0.8432
C (1.09, -0.71, -1.36)  0.8021
O (0.18, -0.94, -2.18)  -0.8137
C (2.03, 0.44, -1.69)  -0.1491
C (1.28, 1.77, -2.08)  -0.4478
C (1.10, 2.82, -0.97)  -0.0714
O (-0.24, 2.95, -0.46)  -0.7874
N (3.04, 0.65, -0.70)  -0.8746
H (-1.74, -1.76, -2.48)  0.4921
H (2.45, 0.11, -2.65)  0.1789
H (1.80, 2.27, -2.90)  0.1964
H (0.31, 1.38, -2.34)  0.2356
H (1.23, 3.82, -1.38)  0.1623
H (1.75, 2.67, -0.08)  0.1783
H (3.49, 1.54, -0.72)  0.3535
H (3.00, 0.27, 0.22)  0.3940
H (-0.79, 2.14, -0.51)  0.5027
H (-2.71, 0.40, -0.32)  0.4983
O (-1.75, 0.63, -0.50)  -1.0056
H (4.00, -1.37, 1.43)  0.4689
H (2.60, -1.85, 0.96)  0.5139
O (3.13, -1.62, 1.75)  -0.9826
H (-4.19, -0.40, 1.16)  0.5043
H (-3.63, 1.01, 0.96)  0.4704
O (-4.25, 0.39, 0.58)  -0.9514
H (-2.91, -2.33, 0.88)  0.4761
H (-2.75, -1.58, 2.29)  0.5081
O (-3.30, -2.19, 1.75)  -0.9942
H (0.59, 2.25, 2.59)  0.4985
H (0.05, 3.35, 1.71)  0.4775
O (0.24, 3.17, 2.63)  -0.9966
H (2.02, -0.06, 2.32)  0.5007
H (0.52, -0.05, 2.44)  0.4844
O (1.28, 0.56, 2.53)  -0.9929
H (-1.62, 0.15, -1.35)  0.5242
H (-1.77, -0.92, -3.68)  0.4760
O (-2.39, -1.34, -3.08)  -0.9681
H (-0.09, -3.85, -0.46)  0.4631
H (1.12, -3.28, 0.18)  0.4915
O (0.43, -3.95, 0.35)  -0.9644
H (-1.57, -0.11, 1.00)  0.5076
H (-0.71, -1.30, 1.73)  0.4985
O (-1.33, -0.57, 1.84)  -1.0148

no.,HOMO-LUMO gap (eV)
1,9.4
2,9.3
3,9.5
4,9.8
5,8.7